Entry 1:
{
  "formula": "C34H57F3N2O2RhSi",
  "method": "ωB97M-V with the def2-TZVPD basis set",
  "total_charge": 1,
  "e_above_lowest_kcal_mol": 0.0,
  "homo_lumo_gap_ha": [0.270, 0.206],
  "multiplicity": 5,
  "symbols": ["O", "O", "C", "C", "H", "H", "H", "H", "H", "C", "C", "H", "H", "H", "H", "H", "C", "C", "C", "H", "H", "H", "H", "H", "C", "H", "H", "H", "H", "H", "H", "N", "C", "C", "C", "C", "H", "H", "H", "C", "H", "H", "H", "N", "C", "C", "C", "C", "H", "C", "H", "C", "H", "C", "C", "C", "C", "C", "C", "H", "C", "H", "C", "H", "C", "C", "Rh", "H", "H", "H", "H", "H", "H", "H", "H", "H", "H", "H", "H", "H", "C", "Si", "H", "H", "C", "C", "C", "H", "H", "H", "H", "H", "H", "H", "H", "H", "F", "C", "F", "F"],
  "coordinates": [[1.8082, -2.2210, -3.6232], [0.6131, -0.5939, -5.1008], [3.0496, -2.8121, -3.2150], [3.2477, -2.8154, -1.7115], [3.8173, -2.2088, -3.7199], [3.0932, -3.8393, -3.6149], [2.8609, -1.9078, -1.2387], [4.3157, -2.8892, -1.4848], [2.7618, -3.6853, -1.2589], [0.6198, -2.9531, -3.2303], [0.2500, -4.0156, -4.2265], [-0.1670, -2.1928, -3.1319], [0.7801, -3.3742, -2.2244], [0.0327, -3.5651, -5.2026], [-0.6467, -4.5340, -3.8694], [1.0636, -4.7426, -4.3191], [-0.6182, -0.3615, -5.8061], [1.7354, -0.7088, -6.0039], [-1.7599, -0.7099, -4.8979], [-0.6411, -0.9860, -6.7136], [-0.6580, 0.6957, -6.1170], [-1.8098, -1.7933, -4.7351], [-2.7004, -0.3965, -5.3585], [-1.6758, -0.2108, -3.9276], [1.8280, -2.0636, -6.6492], [2.6326, -0.4974, -5.4087], [1.6519, 0.0770, -6.7737], [2.0253, -2.8237, -5.8880], [2.6624, -2.0584, -7.3562], [0.9105, -2.3135, -7.1948], [1.0163, -0.5713, -3.4104], [-0.3405, -0.0919, 1.2222], [-1.2461, 0.3437, 2.0912], [-2.0119, 1.5027, 1.9123], [-2.3162, 2.1473, 0.7121], [-1.5212, -0.4891, 3.3192], [-0.6183, -0.6511, 3.9170], [-1.9444, -1.4711, 3.0621], [-2.2519, 0.0354, 3.9409], [-3.5295, 3.0454, 0.6689], [-4.2528, 2.7419, -0.1012], [-3.2578, 4.0957, 0.4944], [-4.0282, 2.9811, 1.6403], [-1.5854, 2.0270, -0.3970], [-0.0055, -1.4720, 1.1591], [1.0117, -2.0375, 1.9718], [1.6378, -1.2984, 3.1076], [1.4110, -3.3475, 1.7408], [2.2578, -3.7430, 2.3085], [0.7383, -4.1547, 0.8255], [1.0630, -5.1816, 0.6608], [-0.3758, -3.6509, 0.1510], [-0.9600, -4.2921, -0.5126], [-0.7664, -2.3239, 0.3178], [-2.0252, -1.8345, -0.3290], [-1.9525, 2.7379, -1.5772], [-1.4593, 4.0457, -1.7963], [-0.8097, 4.8249, -0.6911], [-1.5805, 4.5974, -3.0702], [-1.1510, 5.5866, -3.2545], [-2.2248, 3.8964, -4.0898], [-2.2657, 4.3181, -5.0965], [-2.8439, 2.6737, -3.8214], [-3.4059, 2.1449, -4.5957], [-2.7769, 2.1116, -2.5458], [-3.5189, 0.8527, -2.2125], [0.3229, 1.2304, -0.3233], [2.7280, -1.4185, 3.0864], [1.2982, -1.7143, 4.0691], [1.4155, -0.2327, 3.0928], [-2.0399, -0.7408, -0.3816], [-2.9139, -2.1447, 0.2457], [-2.1303, -2.2343, -1.3469], [-0.1186, 5.5639, -1.1128], [-0.2450, 4.1881, 0.0004], [-1.5520, 5.3754, -0.0940], [-4.0296, 0.9145, -1.2413], [-2.8527, -0.0200, -2.1752], [-4.2810, 0.6462, -2.9748], [-2.5671, 1.8416, 2.7847], [0.8415, 0.2474, -2.4432], [1.8502, 1.7574, -3.0302], [-0.2494, 0.3849, -2.4449], [1.2007, -0.3802, -1.6072], [3.6193, 1.1471, -3.1978], [1.8818, 3.3960, -2.0865], [1.1939, 2.4070, -4.6861], [1.3589, 3.4912, -4.7509], [0.1141, 2.2455, -4.7911], [1.7013, 1.9493, -5.5444], [4.1061, 1.1139, -2.2132], [4.1825, 1.8438, -3.8354], [3.6758, 0.1463, -3.6453], [1.5303, 3.3340, -1.0471], [1.2565, 4.1319, -2.6091], [2.9106, 3.7815, -2.0667], [1.9782, 1.6504, 1.9345], [2.1201, 1.2851, 0.6050], [3.0868, 2.1348, 0.1109], [2.7357, 0.0330, 0.6162]],
  "forces_ev_per_angstrom": [[-0.067, -0.939, 0.535], [-0.334, 0.022, -1.643], [-0.393, 0.067, -0.353], [0.163, -0.287, 0.159], [-0.172, -0.209, 0.130], [0.207, 0.236, 0.087], [0.070, -0.062, -0.113], [-0.114, 0.010, 0.019], [0.026, 0.208, 0.073], [0.802, 0.542, 0.477], [-0.179, -0.058, -0.083], [0.122, -0.222, -0.083], [-0.085, 0.058, -0.313], [0.068, -0.231, 0.220], [0.115, -0.062, -0.124], [-0.209, 0.029, -0.141], [0.684, 0.091, -0.057], [-0.238, 0.488, 0.221], [-0.423, -0.223, 0.108], [-0.084, 0.214, 0.213], [-0.003, -0.231, 0.012], [0.001, 0.193, 0.027], [0.005, -0.045, 0.060], [0.060, -0.031, -0.245], [0.208, -0.323, -0.063], [-0.259, -0.062, -0.134], [0.010, -0.123, 0.212], [-0.089, 0.135, -0.302], [-0.124, -0.053, -0.043], [0.231, -0.038, 0.050], [-0.395, 2.336, 2.519], [-1.889, 0.028, -0.066], [1.420, -1.605, 0.238], [0.169, 0.030, 0.877], [0.142, 1.252, -2.713], [-0.518, 0.189, 0.378], [-0.195, 0.040, -0.257], [0.189, 0.265, -0.062], [0.100, -0.205, 0.012], [-0.309, -0.068, 0.627], [0.359, 0.079, 0.150], [0.012, -0.361, -0.056], [-0.076, 0.152, -0.217], [-1.322, 0.582, 1.793], [0.457, -1.654, 0.823], [-0.429, 0.377, -0.538], [0.512, 0.216, 0.301], [-0.185, -0.391, -0.240], [-0.328, 0.086, -0.146], [-0.098, 0.149, -0.041], [-0.100, 0.235, 0.045], [0.331, -0.048, 0.292], [0.162, 0.167, 0.194], [0.388, 0.394, 0.189], [-0.229, 0.232, -0.245], [-0.552, 0.564, -1.071], [0.098, -0.681, 0.083], [0.265, 0.239, 0.133], [-0.239, -0.151, -0.159], [-0.185, -0.348, 0.010], [0.003, 0.027, -0.046], [-0.012, -0.128, 0.334], [-0.057, 0.275, 0.198], [0.143, 0.260, 0.225], [0.746, 0.167, 0.249], [-0.137, -0.433, -0.111], [-0.389, -0.328, -0.961], [-0.214, 0.115, 0.003], [0.040, 0.066, -0.275], [0.100, -0.092, 0.035], [-0.049, -0.222, -0.061], [0.263, 0.057, -0.161], [-0.015, 0.079, 0.230], [-0.133, -0.151, 0.191], [-0.086, 0.138, -0.125], [0.128, -0.124, -0.182], [0.143, -0.029, -0.237], [-0.190, 0.207, 0.022], [0.198, 0.059, 0.188], [0.001, -0.180, -0.255], [0.473, -1.008, -1.819], [0.422, 0.291, -0.970], [-0.180, -0.157, 0.066], [-0.018, -0.030, -0.015], [-0.002, 0.012, 0.078], [-0.374, 0.065, 0.542], [0.009, -0.277, -0.181], [0.042, -0.266, 0.079], [0.144, 0.003, 0.008], [-0.215, 0.033, 0.157], [-0.049, -0.021, -0.218], [-0.072, -0.163, 0.170], [-0.002, 0.224, 0.121], [0.251, 0.314, -0.269], [0.122, -0.262, 0.129], [-0.197, -0.176, 0.075], [0.124, -0.216, -0.722], [2.605, 0.457, 1.290], [-0.539, -0.742, 0.475], [-0.580, 0.964, -0.015]]
}

***

Entry 2:
{
  "formula": "C34H57MnN3O2SSi",
  "method": "ωB97M-V with the def2-TZVPD basis set",
  "total_charge": 1,
  "e_above_lowest_kcal_mol": 1.2,
  "homo_lumo_gap_ha": [0.198, 0.295],
  "multiplicity": 5,
  "symbols": ["O", "O", "C", "C", "H", "H", "H", "H", "H", "C", "C", "H", "H", "H", "H", "H", "C", "C", "C", "H", "H", "H", "H", "H", "C", "H", "H", "H", "H", "H", "H", "N", "C", "C", "C", "C", "H", "H", "H", "C", "H", "H", "H", "N", "C", "C", "C", "C", "H", "C", "H", "C", "H", "C", "C", "C", "C", "C", "C", "H", "C", "H", "C", "H", "C", "C", "Mn", "H", "H", "H", "H", "H", "H", "H", "H", "H", "H", "H", "H", "H", "C", "Si", "H", "H", "C", "C", "C", "H", "H", "H", "H", "H", "H", "H", "H", "H", "S", "C", "N"],
  "coordinates": [[1.9845, -2.0582, -1.9459], [0.9452, -0.4305, -3.7210], [3.0396, -1.8694, -1.0115], [3.1122, -2.8426, 0.1618], [2.9816, -0.8413, -0.6099], [3.9389, -1.9100, -1.6462], [2.4087, -2.5717, 0.9645], [4.1291, -2.7746, 0.5660], [2.9323, -3.8760, -0.1549], [0.7019, -2.4418, -1.4125], [0.1476, -3.5196, -2.2970], [0.0315, -1.5677, -1.4355], [0.7693, -2.7667, -0.3617], [-0.0994, -3.0960, -3.2798], [-0.7546, -3.9448, -1.8409], [0.8779, -4.3267, -2.4499], [-0.2189, 0.1486, -4.3276], [1.9734, -0.8282, -4.6409], [-1.4435, -0.6276, -3.9165], [-0.1103, 0.1633, -5.4268], [-0.3078, 1.1929, -3.9854], [-1.3663, -1.6692, -4.2418], [-2.3402, -0.1889, -4.3653], [-1.5810, -0.6158, -2.8306], [1.6001, -2.0401, -5.4515], [2.8570, -1.0339, -4.0286], [2.2049, 0.0216, -5.3030], [1.3749, -2.8901, -4.8004], [2.4526, -2.3146, -6.0793], [0.7433, -1.8330, -6.1008], [1.1324, 0.0080, -1.9732], [-0.8872, -0.5268, 3.2371], [-1.7391, -0.0607, 4.1659], [-2.4738, 1.1035, 4.0006], [-2.5745, 1.8399, 2.8267], [-1.9815, -0.8677, 5.4072], [-1.0546, -1.2626, 5.8378], [-2.6638, -1.7085, 5.2168], [-2.4551, -0.2331, 6.1640], [-3.7074, 2.8043, 2.6442], [-4.3665, 2.5078, 1.8145], [-3.3589, 3.8289, 2.4535], [-4.3163, 2.8087, 3.5565], [-1.6857, 1.6829, 1.8398], [-0.5052, -1.9084, 3.2157], [0.7419, -2.2969, 3.7436], [1.6874, -1.3148, 4.3678], [1.0734, -3.6497, 3.7471], [2.0388, -3.9483, 4.1593], [0.1738, -4.6121, 3.2880], [0.4440, -5.6658, 3.3174], [-1.0827, -4.2225, 2.8281], [-1.8176, -4.9562, 2.5007], [-1.4406, -2.8791, 2.7999], [-2.8375, -2.4843, 2.4403], [-1.8225, 2.2272, 0.5221], [-1.2336, 3.4753, 0.2318], [-0.4760, 4.2177, 1.2950], [-1.3827, 4.0025, -1.0489], [-0.9304, 4.9701, -1.2698], [-2.1182, 3.3211, -2.0199], [-2.2409, 3.7541, -3.0100], [-2.7161, 2.0976, -1.7129], [-3.3222, 1.5810, -2.4586], [-2.5777, 1.5308, -0.4485], [-3.2345, 0.2235, -0.1051], [-0.1325, 0.5557, 1.7638], [2.3853, -0.8921, 3.6292], [2.2896, -1.8294, 5.1324], [1.1636, -0.4768, 4.8466], [-2.8696, -1.5681, 1.8370], [-3.4520, -2.3100, 3.3367], [-3.3289, -3.2837, 1.8754], [-0.4539, 5.2917, 1.0540], [0.5687, 3.8716, 1.3869], [-0.9341, 4.0926, 2.2890], [-3.7345, 0.2631, 0.8739], [-2.5286, -0.6259, -0.0805], [-4.0027, -0.0253, -0.8491], [-3.1193, 1.3968, 4.8232], [1.1431, 0.8615, -1.1887], [2.3176, 2.1903, -1.9405], [0.1278, 1.2633, -1.0472], [1.5435, 0.4689, -0.2357], [3.9768, 1.3750, -2.2579], [2.4207, 3.6321, -0.7513], [1.6226, 2.8681, -3.5506], [2.2162, 3.7297, -3.8872], [0.5890, 3.2143, -3.4240], [1.6263, 2.1332, -4.3650], [4.5962, 1.3862, -1.3528], [4.5410, 1.8852, -3.0487], [3.8749, 0.3251, -2.5576], [2.5322, 3.2957, 0.2872], [1.5132, 4.2491, -0.8034], [3.2720, 4.2801, -0.9987], [1.7281, 1.7029, 2.6085], [0.9076, 2.1586, 4.0091], [0.3267, 2.4857, 4.9842]],
  "forces_ev_per_angstrom": [[-0.445, -0.697, 0.920], [-0.266, 0.037, -1.137], [0.037, 0.446, -0.146], [0.198, 0.116, -0.127], [0.193, -0.309, -0.079], [-0.139, -0.120, 0.409], [0.205, -0.199, -0.205], [-0.208, -0.094, 0.062], [0.027, 0.155, 0.091], [0.546, 0.431, -0.038], [-0.255, -0.399, -0.265], [0.116, -0.110, 0.033], [0.116, -0.033, -0.343], [0.017, -0.241, 0.352], [0.050, 0.034, -0.206], [-0.187, 0.217, 0.142], [0.366, 0.117, -0.028], [-0.079, 0.432, 0.239], [-0.332, -0.194, -0.110], [-0.061, 0.023, 0.368], [0.047, -0.291, -0.121], [-0.090, 0.152, 0.025], [0.052, -0.051, -0.007], [0.112, 0.009, -0.055], [0.048, -0.235, -0.120], [-0.226, 0.050, -0.084], [0.021, -0.130, 0.101], [0.026, 0.164, -0.131], [-0.142, -0.016, -0.054], [0.094, -0.137, 0.049], [-0.091, 1.449, 1.624], [-0.320, 0.148, -0.223], [0.384, -0.313, -0.570], [-0.534, 0.387, 0.290], [0.541, -0.304, -0.286], [-0.064, -0.012, 0.507], [-0.126, 0.016, -0.243], [0.281, 0.187, -0.040], [0.106, -0.131, -0.202], [-0.351, 0.256, 0.306], [0.341, 0.022, 0.107], [0.008, -0.306, -0.039], [0.178, 0.076, -0.270], [-0.342, -0.270, -0.503], [0.243, -0.210, 0.434], [0.006, 0.031, -0.164], [0.335, 0.102, 0.231], [-0.192, -0.315, -0.059], [-0.283, 0.034, -0.129], [0.155, 0.212, 0.006], [-0.058, 0.217, -0.023], [0.087, 0.121, 0.000], [0.218, 0.064, 0.105], [0.134, 0.105, 0.052], [-0.445, 0.077, -0.365], [-0.265, 0.246, -0.067], [0.216, -0.184, 0.233], [0.079, 0.426, 0.235], [-0.122, -0.108, -0.139], [-0.146, -0.248, -0.004], [0.149, 0.007, 0.328], [0.020, -0.090, 0.171], [-0.004, -0.061, 0.033], [0.201, 0.133, 0.173], [0.121, 0.102, 0.063], [-0.362, -0.262, -0.055], [-0.410, 0.209, 0.864], [-0.183, -0.090, 0.225], [-0.188, 0.229, -0.261], [0.151, -0.204, -0.139], [-0.007, -0.268, 0.237], [0.177, -0.006, -0.228], [0.091, 0.157, 0.081], [0.035, -0.367, 0.122], [-0.443, 0.110, -0.120], [0.170, 0.086, -0.342], [0.173, -0.009, -0.245], [-0.100, 0.324, -0.038], [0.250, 0.049, 0.153], [0.112, -0.092, -0.215], [0.083, -0.610, -1.016], [-0.467, -0.304, 0.104], [0.118, -0.031, -0.119], [0.014, 0.135, -0.001], [0.217, -0.051, 0.098], [0.175, 0.167, 0.099], [-0.058, -0.033, -0.183], [-0.069, -0.154, 0.144], [0.146, -0.005, 0.007], [0.070, 0.144, 0.214], [-0.043, 0.007, -0.097], [-0.123, -0.006, 0.162], [-0.097, 0.239, 0.006], [0.096, 0.099, -0.171], [0.177, -0.151, -0.046], [-0.146, -0.086, 0.106], [0.234, -0.094, -0.305], [-1.438, 0.710, 2.218], [1.350, -0.836, -2.360]]
}